# 1
Computed, not measured: C20H30ClN3O3 in the gas phase, with the ωB97M-V functional and the def2-TZVPD basis.

The geometry in XYZ format:
```
57
Properties=species:S:1:pos:R:3:nbo_charge:R:1
C 0.3477 -2.4559 -5.1110 -0.6047
C 0.4839 -1.6367 -3.8328 -0.3984
C -0.8526 -1.1580 -3.2618 -0.2002
C -1.5247 -0.1467 -4.1878 -0.6181
C -0.6595 -0.5672 -1.8573 -0.0376
C -1.9793 -0.0493 -1.2578 -0.5020
C -1.8413 0.2017 0.2315 0.6962
O -2.0864 -0.6816 1.0450 -0.6674
N -1.3974 1.4295 0.5779 -0.6289
C -1.0910 1.8790 1.9475 0.0975
C -2.3635 1.9087 2.7857 -0.0704
O -3.3558 2.7644 2.2402 -0.7159
C 0.0200 1.0319 2.5779 -0.4119
C 1.2971 1.4761 1.8550 -0.4082
C 1.0483 2.9420 1.4130 -0.2246
C 2.0353 3.9330 2.0150 -0.5963
C -0.4053 3.2405 1.8291 -0.4012
N -0.0791 -1.5309 -0.9320 -0.6228
C 1.2004 -1.4211 -0.4951 0.6722
O 2.0272 -0.7024 -1.0316 -0.6246
C 1.5555 -2.2413 0.7100 -0.1740
C 2.8853 -2.6115 0.8813 0.0790
N 3.3227 -3.3076 1.9244 -0.3970
C 2.4415 -3.6479 2.8585 0.0243
C 1.0997 -3.3076 2.7780 -0.0723
Cl 0.0187 -3.7614 4.0528 0.0168
C 0.6353 -2.5963 1.6877 -0.1960
H 1.3163 -2.8487 -5.4208 0.2155
H -0.3210 -3.3066 -4.9596 0.2005
H -0.0436 -1.8685 -5.9421 0.1987
H 0.9943 -2.2397 -3.0804 0.2130
H 1.1262 -0.7675 -4.0066 0.2044
H -1.5113 -2.0309 -3.1549 0.1923
H -0.9464 0.7816 -4.2227 0.2037
H -1.5906 -0.5318 -5.2041 0.2197
H -2.5397 0.0955 -3.8727 0.2070
H 0.0602 0.2541 -1.9259 0.2242
H -2.2913 0.8541 -1.7819 0.2236
H -2.7612 -0.8016 -1.3809 0.2313
H -1.2167 2.0812 -0.1681 0.4011
H -2.7444 0.8928 2.9139 0.1915
H -2.1190 2.3113 3.7693 0.1828
H -3.6864 2.3570 1.4334 0.4649
H 0.0686 1.2973 3.6381 0.2076
H -0.1795 -0.0355 2.5165 0.2316
H 2.1769 1.3899 2.4944 0.2134
H 1.4846 0.8495 0.9829 0.2212
H 1.1345 3.0000 0.3239 0.1966
H 2.0164 3.8720 3.1063 0.1996
H 3.0540 3.7253 1.6848 0.2129
H 1.7918 4.9595 1.7331 0.2074
H -0.9291 3.9200 1.1540 0.2171
H -0.4190 3.7066 2.8181 0.2145
H -0.7244 -2.0700 -0.3759 0.4130
H 3.6145 -2.3227 0.1347 0.2168
H 2.8094 -4.2075 3.7105 0.2064
H -0.4068 -2.3001 1.6397 0.2543
```

Its orbital gap is 9.929 eV. The structure (SMILES) is CC[C@H](C)[C@@H](CC(=O)N[C@@]1(CO)CC[C@H](C)C1)NC(=O)c1cncc(Cl)c1. Its lowest unoccupied orbital energy is 0.354 eV. The largest force on an atom is 0.0 eV/Å. Its energy relative to the best compared isomer or geometry (same formula, charge and spin) is 0.6 kcal per mole.

***

# 2
Computed, not measured: a 2-piece molecular cluster, C12H17N overall, with the ωB97M-V functional and the def2-TZVPD basis.

The geometry in XYZ format:
```
30
Properties=species:S:1:pos:R:3:nbo_charge:R:1
C -2.9875 -0.8338 -0.1435 -0.3992
C -3.7994 -0.7917 -1.4333 -0.6075
C -3.7977 -1.3884 1.0221 -0.6017
H -2.0760 -1.4270 -0.2064 0.1978
H -2.6167 0.1616 0.1292 0.1980
H -4.4583 -1.6657 -1.4595 0.1971
H -4.7463 -0.8722 1.1933 0.1994
H -4.0419 -2.4364 0.8329 0.1956
H -3.1614 -0.8672 -2.3066 0.2107
H -4.4248 0.0908 -1.4817 0.2063
H -3.2582 -1.3532 1.9705 0.2031
C 3.6959 2.6646 0.8978 -0.6267
C 1.4491 -0.2912 0.4962 0.2011
C 2.0790 0.8502 -0.0337 -0.1233
C 2.8387 1.4418 1.0244 -0.0834
C 2.6579 0.6587 2.1228 -0.0325
C 0.7760 -1.2217 -0.2986 -0.2572
C 0.6898 -0.9792 -1.6527 -0.2191
C 1.2119 0.2198 -2.1736 -0.2410
C 1.9126 1.1161 -1.4052 -0.1824
N 1.8157 -0.3785 1.8133 -0.5424
H 0.3108 -2.0694 0.1860 0.2080
H 0.2593 -1.7414 -2.2936 0.2142
H 1.5106 -1.0644 2.4885 0.4090
H 1.0864 0.3951 -3.2302 0.2095
H 3.0287 0.7600 3.1259 0.2090
H 2.2760 2.0425 -1.8360 0.2117
H 3.0702 3.5564 0.8748 0.2145
H 4.3478 2.6678 0.0202 0.2164
H 4.3518 2.7561 1.7567 0.2151
```

Its orbital gap is 8.682 eV. The structure (SMILES) is Cc1c[nH]c2ccccc12.CCC. Its lowest unoccupied orbital energy is 0.862 eV. The largest force on an atom is 0.8 eV/Å. Its energy relative to the best compared isomer or geometry (same formula, charge and spin) is 6.0 kcal per mole.